1.
Computed, not measured: a molecular structure, C41H41N6O8PS2Sc, with wB97M-V/def2-TZVPD.

```
! RIJCOSX wB97M-V def2-TZVPD def2/J DEFGRID3
* xyz 1 1
Sc 0.771 0.290 0.410
N 4.895 -3.672 5.726
C 4.661 -2.622 4.865
C 4.251 -2.864 3.546
C 4.068 -1.816 2.671
C 4.293 -0.511 3.098
C 4.690 -0.254 4.402
C 4.878 -1.303 5.279
S 4.023 0.816 1.998
O 4.516 0.424 0.684
O 4.544 2.019 2.569
N 2.411 0.903 1.775
C 1.596 1.349 2.774
N 0.322 1.385 2.336
C -0.622 1.794 3.172
C -0.308 2.191 4.453
C 1.029 2.078 4.824
N 1.986 1.655 4.009
H 4.475 -4.557 5.502
H 4.930 -3.465 6.709
H 4.087 -3.883 3.216
H 3.755 -2.007 1.653
H 4.845 0.769 4.716
H 5.198 -1.108 6.295
H -1.641 1.787 2.800
H -1.062 2.533 5.145
H 1.344 2.335 5.829
O 2.966 1.574 -1.140
N 2.407 0.283 -1.237
C 3.010 -0.413 -2.113
C 2.704 -1.780 -2.555
C 3.763 -2.422 -3.198
C 3.614 -3.699 -3.713
C 2.384 -4.327 -3.624
C 1.319 -3.687 -3.006
C 1.460 -2.422 -2.445
P 0.026 -1.572 -1.683
C -0.850 -0.979 -3.170
C -0.669 0.354 -3.534
C -1.254 0.847 -4.694
C -2.028 0.017 -5.490
C -2.209 -1.313 -5.132
C -1.618 -1.811 -3.982
C -0.990 -2.932 -1.032
C -0.392 -4.008 -0.377
C -1.169 -4.954 0.274
C -2.550 -4.825 0.295
C -3.153 -3.749 -0.340
C -2.379 -2.807 -1.000
H 3.654 1.438 -0.440
H 3.869 0.057 -2.588
H 4.713 -1.911 -3.290
H 4.448 -4.190 -4.195
H 2.247 -5.315 -4.043
H 0.362 -4.189 -2.953
H -0.079 1.007 -2.903
H -1.104 1.882 -4.977
H -2.487 0.402 -6.391
H -2.809 -1.965 -5.753
H -1.766 -2.850 -3.714
H 0.687 -4.105 -0.360
H -0.694 -5.787 0.775
H -3.155 -5.562 0.808
H -4.229 -3.637 -0.321
H -2.863 -1.967 -1.481
O 0.859 3.660 0.440
C 0.289 3.131 -0.509
O 0.010 1.905 -0.686
C -0.179 4.060 -1.648
N 0.193 5.445 -1.177
C -1.076 6.213 -0.913
C -2.126 5.122 -0.762
C -1.697 4.091 -1.806
H 0.364 3.816 -2.559
H 0.824 5.929 -1.808
H 0.702 5.208 -0.284
H -1.275 6.836 -1.784
H -0.936 6.846 -0.041
H -3.129 5.507 -0.924
H -2.085 4.690 0.241
H -1.973 4.418 -2.810
H -2.120 3.103 -1.635
C -6.663 1.519 0.118
C -5.259 1.015 0.313
C -4.318 1.083 -0.711
C -3.019 0.631 -0.530
C -2.635 0.103 0.697
C -3.554 0.024 1.736
C -4.852 0.474 1.529
S -0.837 -1.758 1.946
O -1.344 -0.338 0.834
O -1.044 -1.266 3.282
O 0.587 -1.533 1.484
H -6.924 1.561 -0.939
H -6.780 2.524 0.530
H -7.386 0.876 0.620
H -4.610 1.478 -1.678
H -2.298 0.666 -1.337
H -3.265 -0.384 2.694
H -5.564 0.399 2.342
*
```

Output
ΔE to the lowest compared entry with this formula, charge and spin = 5.4 kcal/mol
Orbital gap = 7.1 eV
E_LUMO = -0.09543 Eh

Atom charges from the Löwdin analysis, given in e for atoms 1 to 6: 0.965, 0.110, -0.313, -0.022, -0.056, -0.303

***

2.
Computed, not measured: a molecular structure, C41H42BrF4InN8O4P, with wB97M-V/def2-TZVPD.

```
! RIJCOSX wB97M-V def2-TZVPD def2/J DEFGRID3
* xyz 1 1
In 0.268 -0.100 -0.988
F -0.313 3.793 7.057
C -0.572 3.551 5.783
C -1.588 4.237 5.135
F -2.299 5.147 5.784
C -1.839 3.970 3.796
F -2.788 4.689 3.200
C -1.121 3.020 3.081
P -1.516 2.598 1.342
C -3.334 2.576 1.340
C -3.912 1.414 1.854
C -5.288 1.269 1.895
C -6.101 2.277 1.398
C -5.533 3.431 0.878
C -4.156 3.586 0.856
C -1.047 4.140 0.501
C -0.219 5.090 1.093
C 0.235 6.182 0.363
C -0.121 6.328 -0.972
C -0.943 5.379 -1.572
C -1.403 4.295 -0.841
C -0.089 2.361 3.752
Br 0.999 1.111 2.854
C 0.182 2.617 5.083
F 1.162 1.986 5.723
H -3.278 0.618 2.238
H -5.724 0.369 2.306
H -7.175 2.166 1.419
H -6.165 4.222 0.500
H -3.731 4.506 0.477
H 0.070 4.987 2.131
H 0.859 6.926 0.843
H 0.222 7.184 -1.538
H -1.233 5.488 -2.608
H -2.038 3.560 -1.322
C 5.680 0.015 0.238
N 4.361 -0.598 0.200
C 4.293 -2.056 0.219
C 3.226 0.114 0.083
N 2.041 -0.381 0.286
N 3.384 1.438 -0.273
C 2.392 2.362 -0.542
N 2.853 3.635 -0.630
N 1.177 2.014 -0.752
H 6.362 -0.671 0.735
H 5.673 0.928 0.834
H 6.070 0.218 -0.763
H 5.229 -2.445 -0.175
H 3.487 -2.403 -0.429
H 4.156 -2.442 1.232
H 2.093 -1.347 0.586
H 4.326 1.747 -0.449
H 3.705 3.885 -0.156
H 2.163 4.372 -0.698
H 0.574 2.818 -0.894
C -1.203 -2.765 -0.284
C -2.315 -3.609 0.376
N -3.199 -2.775 1.177
C -2.419 -2.146 2.234
C -1.257 -1.316 1.636
N -1.321 -1.341 0.156
C -2.661 -0.839 -0.258
C -3.770 -1.739 0.329
H -1.260 -2.791 -1.372
H -0.207 -3.115 -0.023
H -1.883 -4.372 1.025
H -2.907 -4.121 -0.383
H -2.034 -2.921 2.898
H -3.085 -1.512 2.823
H -0.283 -1.719 1.929
H -1.293 -0.272 1.951
H -2.690 -0.818 -1.350
H -2.741 0.193 0.096
H -4.336 -2.219 -0.470
H -4.471 -1.147 0.920
O 0.861 -3.592 -3.106
C 1.283 -2.475 -2.871
O 1.203 -1.897 -1.713
C 1.948 -1.664 -3.964
C 2.564 -0.443 -3.712
C 3.118 0.307 -4.739
C 3.061 -0.156 -6.043
C 2.451 -1.378 -6.273
C 1.900 -2.145 -5.267
N 2.379 -1.872 -7.662
O 2.873 -1.177 -8.525
O 1.827 -2.933 -7.848
H 2.614 -0.070 -2.696
H 3.587 1.258 -4.528
H 3.471 0.402 -6.871
H 1.427 -3.093 -5.478
C -1.832 0.958 -5.368
C -1.409 1.996 -4.553
C -0.894 1.723 -3.293
C -0.790 0.426 -2.797
C -1.228 -0.596 -3.641
C -1.740 -0.345 -4.903
H -2.222 1.161 -6.356
H -1.472 3.019 -4.903
H -0.560 2.567 -2.703
H -1.165 -1.634 -3.327
H -2.060 -1.168 -5.529
*
```

Output
ΔE to the lowest compared entry with this formula, charge and spin = 4.3 kcal/mol
Orbital gap = 8.5 eV
E_LUMO = -0.09004 Eh

Atom charges from the Löwdin analysis, given in e for atoms 1 to 6: 0.862, 0.157, -0.126, -0.127, 0.152, -0.212

***

3.
Computed, not measured: a molecular structure, C41H42F5N8O3PSnTe, with wB97M-V/def2-TZVPD.

```
! RIJCOSX wB97M-V def2-TZVPD def2/J DEFGRID3
* xyz 2 1
Sn 0.153 0.713 0.764
O -3.968 7.572 0.831
N -3.341 6.944 -0.026
O -3.327 7.228 -1.227
C -2.545 5.812 0.448
C -2.188 5.832 1.771
C -1.438 4.804 2.380
C -1.033 4.869 3.719
C -0.351 3.794 4.276
C -0.083 2.698 3.442
N -0.486 2.624 2.169
C -1.095 3.681 1.588
C -1.449 3.671 0.174
N -1.035 2.624 -0.561
C -1.376 2.537 -1.845
C -2.061 3.556 -2.529
C -2.453 4.670 -1.794
C -2.156 4.762 -0.423
H -2.542 6.683 2.358
H -1.277 5.747 4.291
H 0.006 3.809 5.306
H 0.523 1.856 3.763
H -1.058 1.618 -2.331
H -2.306 3.484 -3.585
H -2.980 5.504 -2.236
C -2.501 -1.917 5.712
C -1.255 -1.073 5.397
C -0.053 -1.803 4.883
C 0.964 -2.276 5.732
C 2.036 -3.009 5.219
C 2.197 -3.173 3.827
C 1.204 -2.663 3.024
C 1.925 -4.441 0.719
C 0.906 -5.409 1.174
C 0.062 -2.014 3.494
N -0.815 -1.433 2.601
C -1.793 -2.024 2.025
C -2.792 -1.366 1.132
C -4.226 -1.377 1.724
C -4.695 -0.116 1.824
C -3.610 0.737 1.331
N -2.575 0.093 0.943
H -3.263 -1.268 6.178
H -2.253 -2.743 6.395
H -2.920 -2.304 4.759
H -0.943 -0.561 6.334
H -1.518 -0.293 4.665
H 0.918 -2.067 6.812
H 2.779 -3.427 5.881
H 3.056 -3.642 3.350
H 2.897 -4.347 1.192
H 1.810 -3.967 -0.258
H 0.993 -5.580 2.285
H 1.141 -6.357 0.642
H -0.101 -5.080 0.837
H -1.949 -3.121 2.136
H -4.748 -2.293 2.005
H -5.668 0.206 2.183
H -3.673 1.817 1.247
C -2.642 -2.146 -0.106
C -2.544 -2.630 -1.218
C -2.423 -3.248 -2.510
C -2.351 -2.488 -3.699
C -2.140 -3.113 -4.942
C -2.002 -4.510 -5.031
C -2.120 -5.267 -3.842
C -2.323 -4.639 -2.603
H -2.530 -1.413 -3.637
H -2.124 -2.487 -5.844
H -1.811 -5.029 -5.980
H -2.067 -6.339 -3.871
H -2.339 -5.212 -1.680
C 4.424 -0.131 -4.495
N 2.958 -0.032 -4.737
C 2.599 1.318 -5.261
N 3.128 2.383 -4.458
C 4.560 2.266 -4.270
N 4.904 0.986 -3.691
C 4.586 0.913 -2.297
P 2.730 1.078 -2.297
C 2.194 -0.285 -3.435
C 2.428 2.661 -3.237
H 4.931 -0.121 -5.466
H 4.610 -1.112 -4.009
H 2.696 -0.743 -5.428
H 1.506 1.389 -5.358
H 3.024 1.414 -6.278
H 4.951 3.089 -3.637
H 5.044 2.365 -5.254
H 5.053 1.732 -1.731
H 4.903 -0.057 -1.876
H 1.110 -0.258 -3.694
H 2.412 -1.281 -3.029
H 2.885 3.512 -2.701
H 1.353 2.875 -3.417
F 4.610 -0.085 2.245
Te 3.281 -0.236 0.737
F 1.301 -2.831 1.620
F 1.829 1.886 0.325
F 1.913 -0.831 -0.618
F 3.928 -2.082 0.687
O 1.896 -0.061 1.894
*
```

Output
Orbital gap = 5.4 eV
E_LUMO = -0.23628 Eh

Atom charges from the Löwdin analysis, given in e for atoms 1 to 6: 1.270, 0.096, -0.305, 0.080, -0.071, 0.086

***

| no. | electronic energy (Ha) |
| --- | --- |
| 1 | -4415.90840 |
| 2 | -5831.30091 |
| 3 | -3573.56539 |